No. 1
This record from the Open Molecules 2025 dataset describes a single C5H10O molecule in a non-equilibrium geometry. The level of theory is ωB97M-V/def2-TZVPD.

Output
**Structure (SMILES)**: CC1(C)C[C@H]1O
**HOMO-LUMO gap**: 9.176 eV
**2S+1**: 1
**HOMO**: -8.23 eV

Positions of all 16 atoms, in Å:
C1 -0.8813 -0.0380 -1.2887
C2 0.1886 0.0505 -0.1629
C3 1.3185 -0.8924 -0.4015
C4 0.1865 1.3737 0.4841
C5 -0.2269 0.2990 1.4348
O1 -1.4758 -0.3628 1.3876
H1 -1.1176 -1.0490 -1.6445
H2 -1.8227 0.4754 -1.0754
H3 -0.4368 0.4908 -2.1563
H4 2.0920 -0.7233 0.3463
H5 1.7107 -0.8349 -1.4228
H6 0.9349 -1.9181 -0.2614
H7 1.1954 1.7384 0.6868
H8 -0.5299 2.1294 0.1914
H9 0.0083 0.5371 2.5021
H10 -1.1440 -1.2759 1.3803

No. 2
This record from the Open Molecules 2025 dataset describes 2 unconnected molecules or ions with the total composition C5H10O in a non-equilibrium geometry. The level of theory is ωB97M-V/def2-TZVPD.

Output
**Structure (SMILES)**: C=CC.C=CO
**HOMO-LUMO gap**: 10.283 eV
**2S+1**: 1
**HOMO**: -9.54 eV

Positions of all 16 atoms, in Å:
C1 1.9839 0.7201 1.1937
C2 2.8369 0.4407 -0.0099
C3 4.1611 0.2611 0.0722
H1 1.2159 -0.0379 1.3759
H2 2.5126 0.9928 2.1027
H3 1.4063 1.5973 0.8925
H4 2.3126 0.6961 -0.9278
H5 4.7930 -0.1212 -0.7169
H6 4.5413 0.2351 1.0872
C4 -3.5499 -0.9507 0.4973
C5 -3.2433 -0.1683 -0.5351
O1 -2.1295 -0.4686 -1.3124
H7 -4.5318 -0.9765 0.9424
H8 -2.7871 -1.6705 0.7793
H9 -4.0629 0.3061 -1.0709
H10 -1.6618 0.3795 -1.4555

No. 3
This record from the Open Molecules 2025 dataset describes a single C5H10O molecule. The level of theory is ωB97M-V/def2-TZVPD.

Output
**Structure (SMILES)**: CC1(C)C[C@H]1O
**HOMO-LUMO gap**: 10.175 eV
**2S+1**: 1
**HOMO**: -9.27 eV

Positions of all 16 atoms, in Å:
C1 1.1089 -0.7622 -0.7493
C2 -0.1019 0.0354 -0.2872
C3 -0.3263 1.3786 -0.9688
C4 -1.3492 -0.5243 0.3737
C5 -0.2316 -0.0229 1.2155
O1 0.4235 -1.0613 1.8896
H1 1.9518 -0.4939 -0.0936
H2 0.9867 -1.8439 -0.6652
H3 1.4176 -0.5048 -1.7651
H4 -1.2251 1.8720 -0.5786
H5 -0.4801 1.2737 -2.0522
H6 0.5204 2.0558 -0.8168
H7 -2.2326 0.1071 0.3286
H8 -1.5527 -1.5893 0.4288
H9 -0.2682 0.9276 1.7434
H10 1.3587 -0.8478 1.9972

No. 4
This record from the Open Molecules 2025 dataset describes a single C5H10O molecule in a non-equilibrium geometry. The level of theory is ωB97M-V/def2-TZVPD.

Output
**Structure (SMILES)**: CC1(C)C[C@H]1O
**HOMO-LUMO gap**: 9.163 eV
**2S+1**: 1
**HOMO**: -8.23 eV

Positions of all 16 atoms, in Å:
C1 -0.8821 -0.0300 -1.2871
C2 0.1906 0.0602 -0.1673
C3 1.3147 -0.8899 -0.4011
C4 0.1734 1.3756 0.4880
C5 -0.2369 0.2992 1.4361
O1 -1.4705 -0.3810 1.4162
H1 -1.1174 -1.0437 -1.6356
H2 -1.8192 0.4855 -1.0602
H3 -0.4413 0.4955 -2.1590
H4 2.1009 -0.7211 0.3325
H5 1.6959 -0.8479 -1.4250
H6 0.9247 -1.9116 -0.2523
H7 1.1763 1.7347 0.7117
H8 -0.5286 2.1339 0.1771
H9 0.0113 0.5438 2.4958
H10 -1.1362 -1.2904 1.3611

No. 5
This record from the Open Molecules 2025 dataset describes 2 unconnected molecules or ions with the total composition C5H10O. The level of theory is ωB97M-V/def2-TZVPD.

Output
**Structure (SMILES)**: C=C(C)C.C=O
**HOMO-LUMO gap**: 10.409 eV
**2S+1**: 1
**HOMO**: -9.45 eV

Positions of all 16 atoms, in Å:
C1 -0.6590 1.3234 -0.8921
C2 -0.7798 0.1186 0.0017
C3 -1.1853 -1.1572 -0.6847
C4 -0.5260 0.1737 1.3101
C5 2.4332 -0.3206 0.6437
O1 2.5142 -0.9603 -0.3740
H1 -0.3650 2.2179 -0.3348
H2 -1.6112 1.5296 -1.3970
H3 0.0864 1.1418 -1.6770
H4 -0.2323 1.1028 1.7950
H5 -2.1549 -1.0364 -1.1849
H6 -1.2627 -1.9919 0.0179
H7 -0.4531 -1.4238 -1.4575
H8 -0.6107 -0.7080 1.9417
H9 2.5659 0.7800 0.6636
H10 2.2404 -0.7896 1.6284

No. 6
This record from the Open Molecules 2025 dataset describes a single C5H10O molecule in a non-equilibrium geometry. The level of theory is ωB97M-V/def2-TZVPD.

Output
**Structure (SMILES)**: CC1(C)C[C@H]1O
**HOMO-LUMO gap**: 10.202 eV
**2S+1**: 1
**HOMO**: -9.30 eV

Positions of all 16 atoms, in Å:
C1 -0.8626 -0.0627 -1.2446
C2 0.1922 0.0446 -0.1285
C3 1.3683 -0.8605 -0.3927
C4 0.1723 1.4175 0.4751
C5 -0.2975 0.2564 1.3084
O1 -1.6018 -0.2358 1.4837
H1 -1.1145 -1.0874 -1.5447
H2 -1.7968 0.4610 -1.0242
H3 -0.4367 0.4222 -2.1372
H4 2.1700 -0.6961 0.3308
H5 1.7550 -0.7817 -1.4171
H6 1.0089 -1.8939 -0.2661
H7 1.1432 1.8027 0.7861
H8 -0.5275 2.1599 0.1096
H9 0.2321 0.2372 2.2731
H10 -1.4048 -1.1834 1.3883

No. 7
This record from the Open Molecules 2025 dataset describes 2 unconnected molecules or ions with the total composition C5H10O. The level of theory is ωB97M-V/def2-TZVPD.

Output
**Structure (SMILES)**: C=C(C)C.C=O
**HOMO-LUMO gap**: 10.444 eV
**2S+1**: 1
**HOMO**: -9.48 eV

Positions of all 16 atoms, in Å:
C1 1.4882 -0.6137 -0.4664
C2 0.6160 0.4566 0.1319
C3 0.1160 1.4942 -0.8351
C4 0.2816 0.4644 1.4235
C5 -1.9704 -1.3353 0.2526
O1 -2.1122 -1.1838 -0.9353
H1 1.8178 -1.3400 0.2828
H2 2.3782 -0.1732 -0.9333
H3 0.9417 -1.1471 -1.2553
H4 0.6449 -0.2974 2.1103
H5 0.9535 1.9864 -1.3456
H6 -0.4823 2.2619 -0.3357
H7 -0.5035 1.0196 -1.6073
H8 -0.3549 1.2417 1.8409
H9 -1.3089 -2.1180 0.6732
H10 -2.5055 -0.7162 0.9988

No. 8
This record from the Open Molecules 2025 dataset describes a single C5H10O molecule. The level of theory is ωB97M-V/def2-TZVPD.

Output
**Structure (SMILES)**: CC(=O)C(C)C
**HOMO-LUMO gap**: 10.544 eV
**2S+1**: 1
**HOMO**: -9.55 eV

Positions of all 16 atoms, in Å:
C1 -1.4320 0.5678 -0.8527
C2 -0.4365 -0.2687 -0.0406
C3 -0.9403 -0.3966 1.4043
C4 0.9076 0.4584 -0.0836
O1 0.9769 1.6273 0.2389
C5 2.1524 -0.3031 -0.5130
H1 -1.0817 0.7380 -1.8759
H2 -1.5546 1.5463 -0.3758
H3 -2.4071 0.0744 -0.8978
H4 -0.3319 -1.2726 -0.4791
H5 -1.0140 0.5949 1.8657
H6 -0.2850 -1.0166 2.0264
H7 -1.9394 -0.8480 1.4069
H8 2.4659 -0.9899 0.2855
H9 1.9868 -0.9079 -1.4132
H10 2.9548 0.4165 -0.6915

No. 9
This record from the Open Molecules 2025 dataset describes 2 unconnected molecules or ions with the total composition C5H10O. The level of theory is ωB97M-V/def2-TZVPD.

Output
**Structure (SMILES)**: O[C@@H]1[C@H]2CC[C@@H]12.[H][H]
**HOMO-LUMO gap**: 9.943 eV
**2S+1**: 1
**HOMO**: -9.05 eV

Positions of all 16 atoms, in Å:
O1 -1.7450 1.0713 1.0994
C1 -1.0854 0.1685 0.2180
C2 0.1467 0.6910 -0.3797
C3 0.3261 -0.5406 0.5080
C4 1.0276 -1.2498 -0.6836
C5 0.4627 -0.1572 -1.6066
H1 -2.5986 1.2802 0.6830
H2 -0.0662 1.0288 2.5922
H3 -1.8121 -0.4412 -0.3069
H4 0.4714 1.7064 -0.1828
H5 0.6084 -0.7596 1.5259
H6 0.6383 0.8192 2.5049
H7 2.1239 -1.1139 -0.6182
H8 0.8560 -2.3056 -0.9244
H9 -0.4595 -0.5068 -2.0820
H10 1.1057 0.3092 -2.3471

No. 10
This record from the Open Molecules 2025 dataset describes a single C5H10O molecule. The level of theory is ωB97M-V/def2-TZVPD.

Output
**Structure (SMILES)**: CCC/C=C\O
**HOMO-LUMO gap**: 9.608 eV
**2S+1**: 1
**HOMO**: -8.71 eV

Positions of all 16 atoms, in Å:
C1 1.3165 -1.4802 1.3608
C2 0.9895 -0.7129 0.0802
C3 -0.4172 -0.1053 0.1454
C4 -0.9929 0.3950 -1.1517
C5 -1.3837 1.6460 -1.3993
O1 -1.2314 2.7284 -0.5895
H1 2.3156 -1.9272 1.3298
H2 1.2678 -0.8275 2.2412
H3 0.5899 -2.2874 1.5138
H4 1.7339 0.0751 -0.0919
H5 1.0556 -1.3895 -0.7815
H6 -1.0966 -0.8752 0.5382
H7 -0.4222 0.6872 0.9087
H8 -1.1752 -0.3398 -1.9324
H9 -0.6411 2.4893 0.1378
H10 -1.9085 1.9240 -2.3094

No. 11
This record from the Open Molecules 2025 dataset describes 2 unconnected molecules or ions with the total composition C5H10O in a non-equilibrium geometry. The level of theory is ωB97M-V/def2-TZVPD.

Output
**HOMO-LUMO gap (spin up / spin down)**: 10.221 / 5.986 eV
**Charge**: +1
**2S+1**: 2
**HOMO (spin up / spin down)**: -14.98 / -14.97 eV

Positions of all 16 atoms, in Å:
C1 -0.0311 -1.1263 -1.8756
C2 0.0263 0.1412 -1.0258
C3 -0.3635 0.1414 0.2620
C4 -0.6070 1.4353 0.9350
C5 -1.3099 2.4311 0.3817
H1 0.8735 -1.1076 -2.5583
H2 -1.0493 -1.0181 -2.3287
H3 -0.0640 -2.0223 -1.2826
H4 0.2681 1.0641 -1.5507
H5 -0.8372 -0.5856 0.8702
H6 -0.0297 1.6941 1.8007
H7 -1.6021 3.3193 0.9052
H8 -1.8635 2.5323 -0.5374
H9 0.9682 -2.3082 1.0960
H10 2.1947 -1.3495 1.3898
O1 1.8939 -2.2741 1.2637

No. 12
This record from the Open Molecules 2025 dataset describes a molecular structure, C5H10O2 in a non-equilibrium geometry. The level of theory is ωB97M-V/def2-TZVPD.

Output
**HOMO-LUMO gap (spin up / spin down)**: 7.091 / 7.092 eV
**2S+1**: 1
**HOMO (spin up / spin down)**: -6.17 / -6.17 eV

Positions of all 17 atoms, in Å:
C1 0.5688 -1.0964 1.7205
O1 0.1199 -1.2658 0.3923
C2 -1.1426 -0.7620 0.1515
C3 -1.2699 0.6988 0.2588
C4 -0.3874 0.9056 -0.9438
C5 1.0323 0.6814 -0.9331
O2 1.6222 0.0401 -1.9707
H1 -0.1785 -1.4641 2.4343
H2 0.7717 -0.0410 1.9485
H3 1.4990 -1.6606 1.8274
H4 -1.6883 -1.3213 -0.6038
H5 -2.2688 1.0580 0.0419
H6 -0.9069 1.1493 1.1796
H7 -0.8911 0.7946 -1.8969
H8 0.4253 1.8940 -1.1977
H9 1.7009 1.0261 -0.1471
H10 0.9934 -0.6368 -2.2619

No. 13
This record from the Open Molecules 2025 dataset describes 2 unconnected molecules or ions with the total composition C5H10O2. The level of theory is ωB97M-V/def2-TZVPD.

Output
**Structure (SMILES)**: C=CCO.CC=O
**HOMO-LUMO gap**: 10.568 eV
**2S+1**: 1
**HOMO**: -9.74 eV

Positions of all 17 atoms, in Å:
O1 -1.0744 -1.6570 0.7340
C1 -1.4569 -0.2971 0.8856
C2 -0.3631 0.4167 1.6179
C3 0.9966 -0.9163 -1.7028
C4 1.3631 0.5128 -1.4462
O2 0.7180 1.4588 -1.8367
C5 0.0788 1.6302 1.3077
H1 -1.8192 -2.1326 0.3466
H2 -1.6302 0.1885 -0.0865
H3 -2.3929 -0.2295 1.4632
H4 0.0531 -0.1232 2.4664
H5 0.7778 -1.4140 -0.7508
H6 0.1120 -0.9631 -2.3407
H7 1.8295 -1.4497 -2.1834
H8 2.2614 0.6749 -0.8126
H9 -0.3058 2.1756 0.4504
H10 0.8523 2.1250 1.8880

No. 14
This record from the Open Molecules 2025 dataset describes a single C5H10O2 molecule. The level of theory is ωB97M-V/def2-TZVPD.

Output
**Structure (SMILES)**: C[C@@H](O)[C@H]1CCO1
**HOMO-LUMO gap**: 10.644 eV
**2S+1**: 1
**HOMO**: -9.66 eV

Positions of all 17 atoms, in Å:
C1 1.9210 -0.9620 -0.0225
C2 0.4187 -1.1016 -0.2480
O1 -0.2294 -1.6092 0.9111
C3 -0.1677 0.2365 -0.7029
C4 -1.6217 0.5524 -0.3139
C5 -1.0022 1.7129 0.4755
O2 0.3274 1.3193 0.1126
H1 2.3460 -1.9205 0.2855
H2 2.4404 -0.6153 -0.9242
H3 2.0979 -0.2204 0.7631
H4 0.2226 -1.8447 -1.0294
H5 -0.0768 -0.9724 1.6247
H6 0.0726 0.4026 -1.7639
H7 -2.2853 0.8361 -1.1325
H8 -2.0832 -0.2255 0.2972
H9 -1.1388 1.6963 1.5641
H10 -1.2414 2.7153 0.1036

No. 15
This record from the Open Molecules 2025 dataset describes 2 unconnected molecules or ions with the total composition C5H10O2 in a non-equilibrium geometry. The level of theory is ωB97M-V/def2-TZVPD.

Output
**Structure (SMILES)**: C=C/C=C(/C)O.O
**HOMO-LUMO gap**: 9.341 eV
**2S+1**: 1
**HOMO**: -8.67 eV

Positions of all 17 atoms, in Å:
C1 -1.5890 1.9397 -1.5203
C2 -1.3504 0.6868 -1.1657
C3 -0.0842 0.1804 -0.6095
C4 0.1111 -1.0919 -0.2753
O1 -0.9040 -2.0357 -0.4428
C5 1.2339 -1.6676 0.5232
H1 -2.5221 2.3145 -1.8312
H2 -0.8048 2.6893 -1.6070
H3 -2.1585 -0.0322 -1.1299
H4 0.5479 1.0047 -0.3142
H5 -1.1149 -2.0367 -1.3831
H6 0.9080 -1.6214 1.5563
H7 2.1622 -1.1221 0.3952
H8 1.3893 -2.6948 0.2120
H9 1.9879 1.0745 2.0487
H10 0.6695 0.9801 2.7253
O2 1.5180 1.4323 2.8183

It is found that the relative energy (zero: lowest compared OMol25 entry of this formula, charge and spin) values, taken in the order of the records, are 78.5, 58.3, 30.2, 77.5, 34.2, 42.3, 33.4, 1.1, 94.0, 17.7, 33.2, 153.3, 54.3, 47.4, 54.8 kcal/mol.
It is found that the E_tot values, taken in the order of the records, are -7391.3618, -7392.2370, -7393.4575, -7391.4048, -7393.2834, -7392.9303, -7393.3188, -7394.7173, -7390.6902, -7393.9966, -7383.3253, -9436.3936, -9440.6892, -9440.9869, -9440.6647 eV.